1.
This record from the OMol25 dataset describes 2 unconnected molecules or ions with the total composition C11H31INO2P2. The level of theory is wB97M-V/def2-TZVPD.

## Properties
frontier orbital gap = 0.2424 Ha
LUMO level = 2.6 eV
2S+1 = 1
charge = -1
HOMO energy = -0.14596 Eh

```
48
Properties=species:S:1:pos:R:3:forces:R:3
C 2.311 -1.447 1.269 -0.5 0.6 0.1
C 1.411 -1.190 -0.117 1.6 -0.1 1.2
C 1.149 0.424 -0.183 0.0 0.2 -1.6
C -0.310 0.836 -0.903 2.7 0.1 -0.4
P -1.771 0.689 0.377 2.7 1.2 1.1
C -1.225 2.294 1.265 0.2 2.4 1.9
N -0.434 1.914 2.537 0.2 1.6 -0.8
C 0.714 2.884 2.768 0.0 -0.3 0.4
P -2.401 -1.268 -0.333 -1.1 -2.2 -3.6
O -2.410 -1.514 -1.869 0.0 0.2 2.2
C -2.994 1.669 -0.685 -3.2 1.6 1.0
I -2.685 1.775 -2.821 -0.3 0.2 0.1
C -4.603 1.270 -0.455 -0.5 1.8 -1.0
C -5.176 1.724 1.020 0.2 -0.9 0.3
H 2.814 -2.503 1.297 -0.8 2.0 -0.1
H 3.121 -0.576 1.357 -1.5 -2.1 -0.3
H 1.621 -1.322 2.224 1.3 -0.3 -2.0
H 0.452 -1.857 -0.061 1.7 1.5 -0.2
H 2.123 -1.556 -1.001 -1.9 0.9 1.8
H 1.330 0.975 0.830 -0.6 -1.3 -1.7
H 1.967 0.859 -0.937 -1.5 -0.9 1.6
H -0.117 1.968 -1.229 -0.7 -2.5 0.2
H -0.389 0.092 -1.795 0.0 1.6 1.2
H -2.721 0.504 1.484 -0.7 0.0 -0.2
H -0.806 -0.010 1.215 -0.2 -0.3 0.2
H -0.599 3.036 0.609 -1.0 -1.4 1.2
H -2.132 2.939 1.701 1.4 -1.2 -1.3
H -1.133 1.934 3.317 1.3 0.1 -0.9
H 0.315 3.933 3.100 1.0 -1.6 -0.5
H 1.421 2.423 3.590 -1.3 1.1 -1.5
H 1.351 3.008 1.781 -1.4 -0.3 2.0
H -3.773 -1.480 0.148 0.9 -0.1 0.3
H -1.636 -2.355 0.294 -0.6 0.8 0.2
H -2.945 2.801 -0.302 0.0 -2.4 -1.1
H -4.855 0.172 -0.766 0.6 2.0 0.8
H -5.179 1.962 -1.240 1.2 -1.6 1.6
H -4.530 2.597 1.502 -1.3 -2.0 -1.1
H -5.121 0.752 1.704 -0.1 2.4 -1.1
H -6.296 2.092 0.980 2.2 -0.8 -0.1
C 5.591 -3.968 -2.349 0.1 -0.2 0.1
C 4.225 -3.342 -2.536 0.3 0.2 0.0
O 4.182 -2.073 -1.901 0.2 0.3 -0.1
H 5.820 -4.083 -1.284 -0.1 0.0 -0.1
H 5.640 -4.950 -2.829 0.1 0.1 0.0
H 6.371 -3.329 -2.775 -0.1 -0.1 -0.1
H 3.450 -3.973 -2.090 0.0 0.3 0.0
H 3.994 -3.212 -3.598 -0.1 -0.2 -0.1
H 4.867 -1.517 -2.310 -0.4 -0.2 0.2
```
Positions in Å, forces in eV/Å.

These are the natural (NBO) partial charges, in e, on atoms 1 to 2: -0.6309 -0.4267

2.
This record from the OMol25 dataset describes a molecular structure, C11H32AsAuBr2O3SSi3. The level of theory is wB97M-V/def2-TZVPD.

## Properties
frontier orbital gap (alpha / beta) = 0.3338 / 0.2373 Ha
LUMO level (alpha / beta) = -6.2 / -9.3 eV
2S+1 = 3
charge = +2
HOMO energy (alpha / beta) = -0.56318 / -0.58051 Eh

```
54
Properties=species:S:1:pos:R:3:forces:R:3
Au 0.312 -2.056 -1.064 0.1 -0.1 0.1
Br 1.811 -3.392 -2.984 0.0 0.2 0.1
C 0.440 -4.746 -3.212 -0.1 0.0 0.0
Br -1.267 -4.072 -2.648 0.0 0.0 0.1
H 0.706 -5.588 -2.587 0.0 0.0 0.0
H 0.397 -4.999 -4.263 0.0 0.0 0.0
C 1.296 -2.574 3.269 0.1 -0.1 0.0
S -0.162 -2.158 2.396 -0.2 0.4 0.2
O -1.319 -2.584 3.107 0.1 0.1 -0.1
O -0.094 -0.616 2.293 -0.2 -0.1 0.0
O -0.021 -2.684 1.033 0.1 -0.1 -0.2
H 1.265 -2.070 4.233 0.0 0.0 0.0
H 2.162 -2.270 2.685 0.0 0.0 0.0
H 1.275 -3.655 3.404 0.0 0.0 0.0
C -1.059 0.210 4.920 0.0 -0.1 0.1
Si -1.203 0.528 3.119 0.3 0.0 -0.1
C -0.417 2.123 2.617 0.1 0.1 0.0
C -2.881 0.304 2.401 -0.2 -0.1 0.0
As 0.126 0.379 -0.807 0.0 0.0 -0.3
Si -1.595 0.862 -2.532 0.0 0.0 0.3
C -3.011 -0.222 -2.079 -0.1 -0.1 0.0
C -0.739 0.440 -4.107 0.1 -0.1 -0.1
C -1.862 2.663 -2.242 0.0 0.1 0.0
Si 2.399 1.273 -0.848 0.0 -0.1 0.1
C 2.941 0.875 -2.568 0.0 0.0 -0.2
C 3.259 0.303 0.466 0.0 -0.1 0.1
C 2.213 3.072 -0.503 -0.1 0.1 0.0
H -1.629 0.970 5.462 0.0 0.0 0.0
H -0.022 0.280 5.254 0.0 0.0 0.0
H -1.462 -0.765 5.200 0.0 0.0 0.0
H -0.870 2.948 3.174 0.0 0.0 0.0
H -0.559 2.340 1.555 0.0 0.0 0.0
H 0.652 2.127 2.843 0.0 0.0 0.0
H -3.621 0.670 3.118 0.0 0.0 -0.1
H -3.116 -0.745 2.210 0.0 0.0 0.0
H -3.005 0.877 1.480 0.0 0.0 0.0
H -2.785 -1.274 -2.253 0.0 0.0 0.0
H -3.877 0.039 -2.695 0.0 0.0 0.0
H -3.293 -0.086 -1.033 0.0 0.0 0.0
H -0.242 -0.532 -4.075 0.0 0.0 0.0
H -0.011 1.203 -4.383 0.0 0.0 0.0
H -1.499 0.397 -4.895 0.0 0.0 0.0
H -2.530 2.830 -1.396 0.0 0.0 0.0
H -2.323 3.096 -3.135 0.0 0.0 0.0
H -0.931 3.203 -2.065 0.0 0.0 0.0
H 2.782 -0.175 -2.822 0.0 0.0 0.0
H 4.015 1.077 -2.639 0.0 0.0 0.0
H 2.436 1.496 -3.310 0.0 0.0 0.0
H 3.299 -0.759 0.210 0.0 0.0 0.0
H 2.751 0.419 1.425 0.0 0.0 0.0
H 4.287 0.659 0.580 0.0 0.0 0.0
H 1.405 3.530 -1.076 0.0 0.0 0.0
H 3.142 3.575 -0.789 0.0 0.0 0.0
H 2.036 3.258 0.557 0.0 0.0 0.0
```
Positions in Å, forces in eV/Å.

These are the natural (NBO) partial charges, in e, on atoms 1 to 2: 0.7813 0.1122

3.
This record from the OMol25 dataset describes 4 unconnected molecules or ions with the total composition C11H32BClNO3. The level of theory is wB97M-V/def2-TZVPD.

## Properties
frontier orbital gap = 0.2392 Ha
LUMO level = 2.7 eV
2S+1 = 1
charge = -1
HOMO energy = -0.13906 Eh

```
49
Properties=species:S:1:pos:R:3:forces:R:3
C 3.749 0.126 0.805 -0.2 0.4 -0.5
C 2.788 1.291 0.431 0.2 0.2 0.5
C 1.353 1.117 0.998 0.9 -0.2 -0.3
Cl 0.563 2.799 0.901 0.0 -0.3 0.2
B 0.415 0.015 0.221 -1.1 -0.4 0.2
N 1.080 -1.372 0.060 0.9 0.1 0.2
C -1.079 -0.171 0.968 -0.3 -0.1 -0.7
C -2.187 0.654 0.228 0.1 0.5 1.3
C -3.194 1.395 1.166 -1.0 0.5 -1.2
C -4.458 0.540 1.534 0.2 0.7 0.2
C -3.717 2.637 0.351 0.3 -1.0 -0.1
H 4.772 0.385 0.472 -0.3 0.0 0.5
H 3.499 -0.816 0.302 -0.2 0.3 0.3
H 3.685 -0.009 1.898 0.3 -0.1 -0.4
H 2.781 1.485 -0.656 -0.2 -0.3 0.3
H 3.226 2.207 0.883 -0.2 -0.3 -0.2
H 1.449 0.920 2.086 -0.1 0.2 -0.4
H 0.176 0.416 -0.904 0.2 0.3 -0.3
H 0.753 -2.057 0.725 -0.1 -0.2 -0.2
H 0.970 -1.709 -0.882 -0.2 -0.3 0.1
H -1.032 0.036 2.059 -0.2 0.2 -0.4
H -1.370 -1.242 0.866 0.2 0.4 0.2
H -2.767 0.020 -0.472 0.2 0.2 0.3
H -1.711 1.440 -0.382 0.0 -0.4 0.2
H -2.731 1.779 2.088 0.2 -0.4 -0.3
H -4.547 0.492 2.634 -0.1 -0.4 -0.4
H -5.358 1.071 1.167 0.3 -0.3 0.2
H -4.465 -0.457 1.068 0.2 0.2 0.4
H -4.172 2.221 -0.567 0.0 0.3 0.3
H -2.869 3.253 0.011 -0.4 0.1 0.4
H -4.492 3.205 0.892 0.4 0.0 -0.1
C 4.077 -1.855 -2.595 0.1 -0.2 0.4
O 5.237 -1.835 -1.772 0.1 0.1 -0.4
H 4.130 -1.025 -3.298 0.1 0.0 0.0
H 4.035 -2.797 -3.153 -0.2 0.1 -0.1
H 3.180 -1.747 -1.977 -0.1 0.0 -0.2
H 5.161 -2.571 -1.160 0.1 0.0 0.3
C -6.601 2.079 -2.559 0.1 0.3 -0.1
O -5.325 2.662 -2.785 -0.1 -0.3 0.0
H -6.456 1.125 -2.055 0.1 0.0 0.0
H -7.209 2.730 -1.924 -0.1 -0.1 0.0
H -7.115 1.908 -3.510 -0.1 -0.1 0.1
H -5.467 3.501 -3.227 0.1 0.1 0.0
C 5.330 -3.863 1.842 -0.3 0.0 -0.1
O 5.341 -3.999 0.424 0.2 0.0 -0.1
H 6.199 -3.279 2.136 0.0 0.0 -0.1
H 4.424 -3.344 2.164 0.1 0.0 0.1
H 5.381 -4.847 2.316 0.0 0.1 0.1
H 4.568 -4.514 0.180 -0.1 0.0 0.0
```
Positions in Å, forces in eV/Å.

These are the natural (NBO) partial charges, in e, on atoms 1 to 2: -0.6137 -0.4106

What is the formula in the first record? C11H31INO2P2

Which value of 2S+1 does entry 2 give? 3

Please write out number 3 again, unchanged.
This record from the OMol25 dataset describes 4 unconnected molecules or ions with the total composition C11H32BClNO3. The level of theory is wB97M-V/def2-TZVPD.

## Properties
frontier orbital gap = 0.2392 Ha
LUMO level = 2.7 eV
2S+1 = 1
charge = -1
HOMO energy = -0.13906 Eh

```
49
Properties=species:S:1:pos:R:3:forces:R:3
C 3.749 0.126 0.805 -0.2 0.4 -0.5
C 2.788 1.291 0.431 0.2 0.2 0.5
C 1.353 1.117 0.998 0.9 -0.2 -0.3
Cl 0.563 2.799 0.901 0.0 -0.3 0.2
B 0.415 0.015 0.221 -1.1 -0.4 0.2
N 1.080 -1.372 0.060 0.9 0.1 0.2
C -1.079 -0.171 0.968 -0.3 -0.1 -0.7
C -2.187 0.654 0.228 0.1 0.5 1.3
C -3.194 1.395 1.166 -1.0 0.5 -1.2
C -4.458 0.540 1.534 0.2 0.7 0.2
C -3.717 2.637 0.351 0.3 -1.0 -0.1
H 4.772 0.385 0.472 -0.3 0.0 0.5
H 3.499 -0.816 0.302 -0.2 0.3 0.3
H 3.685 -0.009 1.898 0.3 -0.1 -0.4
H 2.781 1.485 -0.656 -0.2 -0.3 0.3
H 3.226 2.207 0.883 -0.2 -0.3 -0.2
H 1.449 0.920 2.086 -0.1 0.2 -0.4
H 0.176 0.416 -0.904 0.2 0.3 -0.3
H 0.753 -2.057 0.725 -0.1 -0.2 -0.2
H 0.970 -1.709 -0.882 -0.2 -0.3 0.1
H -1.032 0.036 2.059 -0.2 0.2 -0.4
H -1.370 -1.242 0.866 0.2 0.4 0.2
H -2.767 0.020 -0.472 0.2 0.2 0.3
H -1.711 1.440 -0.382 0.0 -0.4 0.2
H -2.731 1.779 2.088 0.2 -0.4 -0.3
H -4.547 0.492 2.634 -0.1 -0.4 -0.4
H -5.358 1.071 1.167 0.3 -0.3 0.2
H -4.465 -0.457 1.068 0.2 0.2 0.4
H -4.172 2.221 -0.567 0.0 0.3 0.3
H -2.869 3.253 0.011 -0.4 0.1 0.4
H -4.492 3.205 0.892 0.4 0.0 -0.1
C 4.077 -1.855 -2.595 0.1 -0.2 0.4
O 5.237 -1.835 -1.772 0.1 0.1 -0.4
H 4.130 -1.025 -3.298 0.1 0.0 0.0
H 4.035 -2.797 -3.153 -0.2 0.1 -0.1
H 3.180 -1.747 -1.977 -0.1 0.0 -0.2
H 5.161 -2.571 -1.160 0.1 0.0 0.3
C -6.601 2.079 -2.559 0.1 0.3 -0.1
O -5.325 2.662 -2.785 -0.1 -0.3 0.0
H -6.456 1.125 -2.055 0.1 0.0 0.0
H -7.209 2.730 -1.924 -0.1 -0.1 0.0
H -7.115 1.908 -3.510 -0.1 -0.1 0.1
H -5.467 3.501 -3.227 0.1 0.1 0.0
C 5.330 -3.863 1.842 -0.3 0.0 -0.1
O 5.341 -3.999 0.424 0.2 0.0 -0.1
H 6.199 -3.279 2.136 0.0 0.0 -0.1
H 4.424 -3.344 2.164 0.1 0.0 0.1
H 5.381 -4.847 2.316 0.0 0.1 0.1
H 4.568 -4.514 0.180 -0.1 0.0 0.0
```
Positions in Å, forces in eV/Å.

These are the natural (NBO) partial charges, in e, on atoms 1 to 2: -0.6137 -0.4106

Which formula does entry 1 have? C11H31INO2P2